14
Properties=species:S:1:pos:R:3:forces:R:3 method="wB97M-V/def2-TZVPD" gap_ev=8.623 total_energy_ha=-270.43975 de_lowest_kcal_mol=74.1 homo_energy_ev=-7.844
C 0.315431 -0.797900 -0.645544 0.1 -0.7 -1.4
C -1.026075 -0.482184 -0.091282 -1.3 -0.8 0.5
C -1.110154 0.917974 0.371683 -0.5 1.0 -0.8
O -0.028024 1.302236 1.202772 0.6 1.1 0.7
C 1.215279 1.093497 0.908010 0.5 -0.4 0.8
C 1.430017 -0.096759 0.042317 1.1 0.1 -0.1
H 0.342528 -0.537934 -1.704174 -0.1 0.1 -0.1
H 0.483399 -1.875648 -0.617702 0.0 0.0 -0.1
H -1.798175 -0.663407 -0.840317 -0.1 0.0 0.1
H -1.246253 -1.139037 0.748654 -0.1 -0.1 0.2
H -1.973784 1.197661 0.968081 -0.3 -0.3 -0.2
H -1.048799 1.610169 -0.484200 -0.3 -0.2 0.1
H 2.221499 0.158459 -0.663565 0.2 0.0 0.1
H 1.924210 -0.784231 0.742678 0.1 0.2 0.2

---

30
Properties=species:S:1:pos:R:3:forces:R:3 method="wB97M-V/def2-TZVPD" total_charge=-1 gap_ev=5.791 total_energy_ha=-1215.94790 de_lowest_kcal_mol=306.2 homo_energy_ev=-4.251
Cs 8.220810 -8.864571 -19.122660 -0.9 -5.6 -14.2
S 10.892768 -8.802487 -19.177986 8.6 -3.0 -5.4
O 12.157806 -8.830934 -18.454490 -0.4 -0.2 0.6
O 11.158057 -8.325508 -20.529321 -0.8 0.9 -0.6
O 10.363453 -10.169274 -19.299579 -0.3 -0.7 1.2
O 9.944874 -7.904325 -18.531129 5.0 6.6 -7.0
C 4.429292 -8.688159 -18.507784 0.3 -1.0 -1.0
C 5.671562 -7.942214 -18.150818 -0.2 -1.5 1.7
O 6.717711 -8.574901 -17.910279 -13.7 3.1 5.2
N 5.630918 -6.610043 -18.111015 0.2 1.3 -0.2
C 6.785896 -5.791384 -17.735118 0.5 -0.7 0.0
H 4.142351 -8.337804 -19.499251 -0.9 0.3 0.2
H 3.645202 -8.817240 -17.761700 -0.1 0.9 -0.1
H 4.719212 -9.717982 -18.716382 0.3 0.0 0.1
H 4.802579 -6.117798 -18.413747 0.1 -0.3 0.0
H 7.495680 -6.439898 -17.221557 -0.6 0.7 -0.4
H 6.527721 -5.035505 -16.993429 -0.1 0.3 -0.5
H 7.383597 -5.479828 -18.591733 -0.5 0.7 -0.1
C 11.985824 -7.173398 -16.206131 0.3 -0.7 0.8
C 10.543657 -7.319700 -15.748555 -1.2 -1.2 -1.4
O 10.124004 -6.784823 -14.735316 -0.4 0.8 1.3
N 9.753803 -8.074603 -16.582571 0.2 -0.3 9.8
C 8.334567 -8.330440 -16.376643 2.7 0.5 2.4
H 12.277624 -7.896106 -16.968123 -0.4 0.7 -0.3
H 12.617284 -7.512072 -15.384765 0.0 0.4 0.6
H 12.252094 -6.143254 -16.442785 -0.1 0.0 -0.1
H 10.106990 -8.174999 -17.523474 0.7 -0.7 3.3
H 8.150078 -8.699694 -15.367817 -0.1 0.0 0.3
H 7.909836 -9.038712 -17.088001 1.7 0.1 3.1
H 7.858342 -7.354801 -16.473779 -0.1 -1.3 1.0

---

17
Properties=species:S:1:pos:R:3:forces:R:3 method="wB97M-V/def2-TZVPD" gap_ev=9.268 total_energy_ha=-971.98749 smiles=CNC.CSS de_lowest_kcal_mol=19.2 homo_energy_ev=-8.681
C 1.945016 0.740017 0.588597 1.4 -1.2 0.4
N 1.165533 0.222737 1.721424 -0.2 0.9 -1.4
C 1.995269 -0.279525 2.798897 -0.6 1.3 0.3
H 2.944009 1.062779 0.917409 -0.1 0.2 0.1
H 1.544436 1.528925 -0.024356 -0.7 0.2 0.2
H 2.149447 -0.104837 -0.068511 0.1 0.0 -0.4
H 0.492297 0.941721 1.941450 0.1 -0.2 0.8
H 1.377207 -0.246857 3.696809 0.1 -0.8 0.1
H 2.392614 -1.257789 2.541092 -0.1 -0.1 0.3
H 2.817247 0.405333 3.042792 0.3 -0.1 -0.2
C -0.368294 -1.600871 -0.453080 0.0 -0.6 -0.6
S -0.360802 -0.116975 -1.507171 -0.8 0.0 0.7
S -2.228063 0.613828 -0.954484 0.3 0.2 -0.3
H -1.080433 -1.540913 0.362507 -0.1 0.3 -0.1
H -0.599188 -2.452086 -1.094986 -0.1 -0.1 0.2
H 0.595122 -1.766897 0.002538 0.4 0.2 0.0
H -2.891509 0.326453 -2.083320 -0.1 -0.1 0.0

---

37
Properties=species:S:1:pos:R:3:forces:R:3 method="wB97M-V/def2-TZVPD" total_charge=-1 gap_ev=6.815 total_energy_ha=-3052.58572 homo_energy_ev=-4.370
O -3.100654 1.476708 1.149839 1.3 -8.6 -3.7
C -2.834082 0.293246 0.560370 0.9 7.6 1.0
I -4.022239 -1.526163 1.070216 0.0 0.6 0.1
C -1.653886 0.060142 -0.567758 -1.4 -2.0 0.9
Ga -0.159786 1.488512 -0.565651 0.9 0.3 0.0
C 1.384217 0.716929 0.626616 0.8 -0.5 -0.1
C 2.701926 1.691288 0.706450 0.2 -1.4 1.1
C 4.023861 0.668174 0.651200 -0.7 1.5 0.9
F 3.742111 -0.432950 1.645243 0.9 1.9 -2.2
H -2.092892 -0.084675 -1.655322 0.4 0.3 2.4
H -1.135299 -0.975781 -0.285521 -1.3 2.0 -0.6
H 0.408691 1.549961 -2.091288 -0.3 -0.3 0.4
H -0.623434 2.957675 -0.141025 -0.2 -0.5 0.1
H 1.722656 -0.282340 0.069296 -0.8 2.0 1.4
H 1.026127 0.453464 1.709900 0.9 0.3 -1.9
H 2.720975 2.198893 1.777563 0.1 -0.9 -2.3
H 2.742548 2.532285 -0.109145 0.1 -1.7 1.4
H 4.962473 1.232763 1.072001 -1.6 -1.3 -0.8
H 4.219181 0.267965 -0.431968 -0.5 0.3 2.3
O -2.934378 -4.759627 1.939552 -0.3 -0.1 0.4
H -3.431984 -5.015403 2.730753 0.2 0.1 -0.3
H -3.037227 -3.796929 1.899339 0.1 -0.2 -0.1
O 2.001193 2.605534 -3.531191 0.6 0.3 -0.5
H 2.217359 2.109924 -4.335353 -0.1 0.1 0.3
H 2.777763 3.166685 -3.386160 -0.2 -0.1 0.0
O 1.561938 -2.011771 -1.809108 0.2 -0.4 -0.1
H 1.224070 -2.846776 -1.451836 0.1 0.2 -0.1
H 2.497158 -2.193991 -1.985579 -0.4 0.1 0.1
O -0.279492 5.205993 0.098869 -0.2 1.0 0.1
H -0.659658 5.691826 -0.648441 0.1 -0.3 0.2
H -0.967043 5.249228 0.780329 0.2 -0.3 -0.2
O -4.954529 -1.196535 4.758006 -0.4 0.2 -0.1
H -5.907112 -1.026087 4.808668 0.4 -0.1 0.0
H -4.669258 -0.700789 3.975803 0.0 -0.2 0.1
O 0.417510 -4.828481 -2.709552 -0.3 -0.2 -0.4
H -0.186652 -4.246083 -3.194150 0.2 0.0 0.2
H 0.297850 -5.692814 -3.130971 0.1 0.3 0.2

---

139
Properties=species:S:1:pos:R:3:forces:R:3 method="wB97M-V/def2-TZVPD" gap_ev=9.657 total_energy_ha=-2620.97277 smiles="CN(C)C=O.CN(C)C=O.CN(C)C=O.CN(C)C=O.C1CCOC1.C1CCOC1.C1CCOC1.C1CCOC1.C1CCOC1.C1CCOC1.C1CCOC1" de_lowest_kcal_mol=46.2 homo_energy_ev=-9.234
C 18.003227 18.261160 13.897297 0.9 0.2 -0.5
N 17.364954 19.350344 13.187093 -2.3 1.1 -0.6
C 15.884312 19.253362 12.927419 1.8 0.8 -0.1
C 17.925500 20.600737 12.904064 -1.6 -2.0 -0.3
O 17.353715 21.501680 12.314892 0.5 -0.6 0.7
H 17.525301 17.951436 14.837429 -0.1 0.2 -0.4
H 18.977034 18.651934 14.122451 0.7 0.1 0.6
H 18.260621 17.367718 13.282136 -0.8 0.5 0.2
H 15.468116 20.272256 12.992070 0.0 -0.6 0.2
H 15.712944 18.899727 11.925989 -0.1 -0.2 -0.5
H 15.492470 18.533256 13.617212 -0.5 -0.1 0.5
H 18.933383 20.552858 13.241080 1.4 0.8 0.3
C 15.880691 8.886778 10.772788 -0.1 -0.8 0.7
N 14.464130 9.103721 10.781738 -0.9 -0.4 0.0
C 13.628653 8.196557 9.929126 0.4 1.4 0.8
C 13.885238 9.853078 11.746320 -1.0 -0.8 0.0
O 14.413756 10.546139 12.609448 -0.1 -0.4 -0.8
H 16.254933 9.400964 11.672626 0.3 -0.2 -0.6
H 16.309757 9.259875 9.846861 0.3 0.0 0.0
H 16.014940 7.780000 10.865892 0.4 0.8 -0.1
H 12.588868 8.524733 10.063657 0.2 -0.4 0.0
H 13.880441 8.483720 8.899311 0.0 -0.9 0.1
H 13.772545 7.130290 10.242408 0.0 0.9 -0.6
H 12.782383 9.638121 11.655900 0.4 0.9 0.5
C 13.480944 17.354783 18.714646 -0.4 -1.8 2.5
N 14.164184 18.395238 18.099820 0.7 1.5 -2.5
C 14.037809 18.443752 16.649825 0.3 2.0 0.1
C 15.125447 19.172092 18.655638 -0.1 -0.1 -0.2
O 15.413578 19.268800 19.810350 0.0 -0.4 1.8
H 13.856259 17.325197 19.770814 -0.7 0.0 -0.7
H 13.712109 16.348525 18.304893 0.1 0.6 -0.2
H 12.380264 17.463801 18.678644 0.4 0.1 0.2
H 14.442735 17.564681 16.239727 0.3 -1.3 -0.8
H 13.024702 18.623831 16.308837 -0.5 -0.4 0.2
H 14.578138 19.319217 16.219615 0.0 -0.6 0.5
H 15.691423 19.766018 17.953624 0.0 0.3 -1.0
C 15.833569 13.512969 14.366644 0.0 0.0 -0.5
N 14.964035 14.449635 13.651689 0.5 -0.5 1.4
C 15.319825 15.820465 13.637106 0.8 0.9 -0.3
C 13.865183 14.032344 13.031255 1.0 -1.5 -0.7
O 13.191733 14.725157 12.312012 -1.2 0.9 -0.6
H 16.815046 13.408695 13.834407 -0.7 0.0 0.4
H 15.296848 12.558651 14.343330 0.4 0.0 0.1
H 16.012764 13.815269 15.413283 -0.2 0.0 -0.5
H 15.841809 16.068142 14.550875 0.0 0.1 0.4
H 16.052207 15.989728 12.844006 -0.1 0.3 -0.2
H 14.479571 16.501895 13.498415 -0.1 -0.4 -0.1
H 13.776499 12.931640 13.077794 -0.5 0.1 0.2
C 12.582484 12.665476 17.692777 0.1 0.3 1.0
C 11.693905 13.940402 17.508264 0.0 -2.2 -0.5
C 12.423704 14.639631 16.387140 0.8 -2.5 -0.2
O 13.828599 14.468481 16.717762 -0.1 0.2 0.4
C 13.953074 13.342410 17.586876 0.5 -1.3 0.0
H 12.433962 11.899968 16.914975 -0.1 0.5 0.1
H 12.533573 12.133097 18.691600 -0.3 0.7 -1.1
H 11.760130 14.485794 18.419659 -0.1 0.7 0.7
H 10.661126 13.668777 17.295545 0.0 0.3 -0.1
H 12.168168 15.652700 16.356018 -0.1 1.7 -0.4
H 12.299185 14.098041 15.418679 -0.4 0.7 0.6
H 14.301219 13.636746 18.603057 -0.1 0.1 -0.6
H 14.658426 12.575725 17.176882 -0.1 1.1 0.2
C 16.148023 15.718288 10.157785 0.6 0.0 0.6
C 14.909549 16.551211 9.897713 -0.8 2.1 0.8
C 15.253727 17.437793 8.658329 0.3 -1.2 0.1
O 16.447326 16.847283 8.103981 -0.2 1.3 0.1
C 16.735433 15.657937 8.759971 -0.1 -1.2 -0.1
H 15.973471 14.739161 10.679345 0.1 0.8 -0.8
H 16.844795 16.292305 10.787872 -0.2 -0.1 0.0
H 14.651246 17.201599 10.778601 0.4 -0.5 -0.7
H 13.976015 16.053213 9.707174 -0.1 -0.9 -0.1
H 15.446449 18.476608 8.905759 0.1 0.1 0.0
H 14.489499 17.381542 7.874447 -0.1 0.1 0.3
H 17.800993 15.485587 8.655875 0.2 0.0 0.3
H 16.223043 14.842740 8.263166 -0.1 -0.6 -0.5
C 9.213226 15.392099 13.014425 -0.1 1.0 0.2
C 8.539807 15.689873 14.382883 1.6 0.3 0.5
C 8.696618 14.324835 15.114174 -1.3 0.8 -0.5
O 9.783983 13.673896 14.489853 0.9 -0.1 0.4
C 10.333115 14.482787 13.444440 -0.6 0.7 0.2
H 9.621485 16.280526 12.470099 -0.5 -0.6 0.6
H 8.535567 14.877404 12.355411 -0.5 -0.2 -0.3
H 7.558834 16.151991 14.352208 -0.3 -0.4 -0.1
H 9.175918 16.402305 14.967507 -0.3 -0.3 -0.6
H 7.817723 13.723954 14.922516 -0.4 -0.3 0.0
H 8.736219 14.438408 16.220507 0.6 -0.1 -0.6
H 10.715707 13.864169 12.660227 0.2 -0.6 -0.3
H 11.135813 15.149868 13.749532 0.4 -0.3 0.5
C 16.037436 10.046889 16.794073 -0.8 -1.8 0.8
C 16.547266 10.238254 15.409836 -0.5 0.1 -0.8
C 17.090173 8.893798 14.978898 1.1 0.8 1.0
O 16.386412 7.978645 15.740940 -0.8 -1.9 1.5
C 15.501335 8.551503 16.728013 1.0 1.4 -0.8
H 15.283435 10.795727 17.050002 0.1 -0.3 0.2
H 16.865902 10.058773 17.505038 -0.1 0.2 0.2
H 17.232743 11.052759 15.412595 0.8 0.6 -0.5
H 15.717942 10.459836 14.777279 -0.6 0.5 -0.6
H 18.174084 8.896118 15.246336 -0.4 -0.5 -0.4
H 16.911133 8.578135 13.963232 0.3 0.5 -0.7
H 15.613117 8.015557 17.679352 -0.1 0.1 -0.4
H 14.485143 8.475101 16.313936 0.1 0.1 0.4
C 17.673171 15.167819 18.274449 -0.5 0.2 -0.9
C 18.338822 13.988442 17.615667 0.2 -1.5 -1.2
C 19.006690 14.602598 16.344963 1.1 0.3 1.2
O 18.282044 15.810172 16.066358 -0.4 -0.5 0.2
C 17.266305 16.024642 17.081507 0.0 0.3 -0.6
H 18.403261 15.763800 18.784924 0.4 0.0 0.8
H 16.829273 14.886796 18.902750 0.1 0.2 0.1
H 17.626790 13.217224 17.210413 0.2 0.7 0.7
H 19.029495 13.440310 18.286848 -0.2 0.4 -0.5
H 19.032840 13.920236 15.485500 -0.3 0.2 0.1
H 20.081551 14.872977 16.559530 -0.9 -0.1 -0.2
H 16.257208 15.788696 16.687919 0.4 -0.1 0.1
H 17.308477 17.097766 17.298009 -0.2 -0.1 0.1
C 17.955929 11.752573 11.250257 -1.3 0.7 1.9
C 18.675631 13.141914 11.314781 -0.2 -0.8 -0.9
C 20.125572 12.691940 11.483162 0.9 -1.0 0.4
O 20.073003 11.358874 12.095234 -0.7 0.2 0.3
C 18.691403 11.033267 12.381130 0.3 0.7 -0.8
H 18.113082 11.173271 10.353023 0.4 0.3 -0.6
H 16.838602 11.768186 11.403636 1.0 0.3 0.0
H 18.332119 13.817051 12.121355 0.0 -0.6 -0.3
H 18.533159 13.624561 10.356834 0.0 0.5 -0.1
H 20.748908 13.292028 12.170867 -0.4 0.1 -0.4
H 20.692116 12.553263 10.525487 -0.7 0.3 0.7
H 18.368672 11.361986 13.386799 0.2 0.0 -0.3
H 18.535943 9.975159 12.280244 0.3 -0.6 0.2
C 9.689145 12.251608 8.386872 0.9 0.4 1.0
C 10.901019 13.197799 8.695945 -0.7 0.0 -0.3
C 11.978774 12.245692 9.202149 -0.3 -0.8 -0.8
O 11.625799 10.927156 8.628887 1.9 1.4 0.0
C 10.246247 10.850111 8.675499 -1.1 -0.2 -0.4
H 9.322728 12.304742 7.374185 0.1 0.2 -0.3
H 8.909856 12.563997 9.059085 -0.7 -0.3 0.2
H 10.614683 13.890884 9.492268 0.2 0.0 -0.2
H 11.143757 13.790334 7.812297 0.4 -0.2 0.1
H 11.858395 12.192409 10.286989 0.4 -0.1 0.1
H 13.012046 12.494658 8.904479 -0.5 -0.3 0.2
H 9.996628 10.401200 9.631933 -0.7 0.2 0.4
H 9.862241 10.195079 7.889947 0.4 -0.3 0.1